Entry 1:
Computed, not measured: 2 unconnected molecules or ions with the total composition C5H10O, with wB97M-V/def2-TZVPD.

Geometry (Å):
C  -1.8860  -0.2675  0.8119
C  -0.6076  -0.0299  0.0734
C  0.3476  -1.1112  -0.3890
C  1.3997  -0.2910  -1.1697
O  0.9725  1.0859  -1.1433
C  -0.1659  1.1316  -0.4032
H  -1.7671  -0.9866  1.6306
H  -2.2697  0.6632  1.2444
H  -2.6575  -0.6625  0.1360
H  1.0436  1.1546  1.5075
H  0.8017  -1.6618  0.4467
H  -0.1554  -1.8529  -1.0229
H  1.4908  -0.5915  -2.2182
H  2.3900  -0.3339  -0.7062
H  1.6260  1.6227  1.4551
H  -0.5625  2.1309  -0.2533

Atoms 1-3, force components in eV/Å:
C -0.06 0.01 0.05
C -0.08 0.22 -0.36
C 0.00 -0.04 -0.03

SMILES = CC1=COCC1.[H][H]
highest occupied orbital energy = -8.071 eV
energy above the lowest of the compared OMol25 structures with the same formula, charge and spin = 189.6 kJ/mol
Kohn-Sham gap = 9.2 eV
electronic energy = -271.6804 Ha



Entry 2:
Computed, not measured: a single C5H10O molecule, with wB97M-V/def2-TZVPD.

Geometry (Å):
C  2.0199  -0.3073  -0.2735
C  0.6846  -0.5277  0.4334
C  -0.5437  0.0781  -0.2914
C  -1.8680  -0.5072  0.2240
C  -0.5234  1.6008  -0.1771
O  0.2806  2.3109  -0.7343
H  2.2186  0.7514  -0.4580
H  2.8367  -0.7157  0.3324
H  2.0301  -0.8221  -1.2423
H  0.5164  -1.6079  0.5203
H  0.7333  -0.1538  1.4655
H  -0.4316  -0.1449  -1.3627
H  -2.2992  0.0796  1.0488
H  -2.6201  -0.5569  -0.5693
H  -1.7283  -1.5274  0.5961
H  -1.3060  2.0500  0.4880

Atoms 1-3, force components in eV/Å:
C 0.03 0.04 -0.02
C -0.02 -0.03 0.08
C 0.00 0.01 -0.04

SMILES = CC[C@@H](C)C=O
highest occupied orbital energy = -9.701 eV
energy above the lowest of the compared OMol25 structures with the same formula, charge and spin = 43.6 kJ/mol
Kohn-Sham gap = 10.7 eV
electronic energy = -271.7360 Ha



Entry 3:
Computed, not measured: a single C5H10O molecule, with wB97M-V/def2-TZVPD.

Geometry (Å):
C  2.3438  0.0351  0.2189
O  1.2163  -0.7637  0.4633
C  0.1133  -0.4029  -0.3234
C  -0.5371  0.9871  -0.0926
C  -1.9146  0.2834  -0.0200
C  -1.1893  -1.0757  0.1280
H  2.1439  1.0903  0.4576
H  2.6681  -0.0292  -0.8303
H  3.1493  -0.3319  0.8594
H  0.3306  -0.5757  -1.3925
H  -0.2358  1.4157  0.8692
H  -0.4029  1.7350  -0.8773
H  -2.4726  0.3601  -0.9584
H  -2.5683  0.5844  0.8041
H  -1.1039  -1.3965  1.1705
H  -1.5409  -1.9153  -0.4765

Atoms 1-3, force components in eV/Å:
C 0.24 0.15 -0.04
O -0.07 -0.06 0.06
C -0.17 0.02 -0.09

SMILES = COC1CCC1
highest occupied orbital energy = -9.591 eV
energy above the lowest of the compared OMol25 structures with the same formula, charge and spin = 128.7 kJ/mol
Kohn-Sham gap = 10.8 eV
electronic energy = -271.7036 Ha



Entry 4:
Computed, not measured: a single C5H10O molecule, with wB97M-V/def2-TZVPD.

Geometry (Å):
C  -1.0329  -1.8407  -0.8884
C  -0.1291  -1.1593  0.1375
C  -0.6172  0.2451  0.4187
O  -0.0928  0.9264  1.5505
C  0.1782  1.4717  0.2655
C  1.6242  1.4983  -0.1527
H  -2.0736  -1.8380  -0.5441
H  -0.7417  -2.8803  -1.0656
H  -1.0046  -1.3129  -1.8476
H  -0.1344  -1.7178  1.0815
H  0.9076  -1.1545  -0.2179
H  -1.7018  0.3500  0.3146
H  -0.3789  2.3890  0.0558
H  2.1050  0.5324  0.0238
H  2.1644  2.2499  0.4338
H  1.7187  1.7571  -1.2132

Atoms 1-3, force components in eV/Å:
C -0.08 -0.02 -0.05
C 0.06 0.00 0.01
C -0.13 -0.19 -0.17

SMILES = CC[C@H]1O[C@H]1C
highest occupied orbital energy = -10.042 eV
energy above the lowest of the compared OMol25 structures with the same formula, charge and spin = 110.3 kJ/mol
Kohn-Sham gap = 11.2 eV
electronic energy = -271.7106 Ha



Entry 5:
Computed, not measured: a single C5H10O molecule, with wB97M-V/def2-TZVPD.

Geometry (Å):
O  1.5681  0.0047  1.4588
C  0.9312  0.4717  0.2736
C  -0.5258  0.9279  0.6411
C  -1.4568  0.0003  -0.1845
C  -0.5962  -1.2258  -0.6497
C  0.8411  -0.5664  -0.7849
H  1.5695  0.7782  2.0411
H  1.8880  0.9150  -0.3131
H  -0.7294  0.7980  1.7206
H  -0.6828  1.9785  0.4041
H  -1.8485  0.5486  -1.0513
H  -2.3368  -0.3177  0.3982
H  -0.6517  -2.0104  0.1052
H  -1.0114  -1.6347  -1.5847
H  2.1182  -0.4929  -0.6816
H  0.9231  -0.1749  -1.7927

Atoms 1-3, force components in eV/Å:
O -0.07 -0.25 0.43
C 0.98 1.13 -0.80
C 0.38 0.31 -0.37

SMILES = OC1CCCC1
highest occupied orbital energy = -9.617 eV
energy above the lowest of the compared OMol25 structures with the same formula, charge and spin = 327.2 kJ/mol
Kohn-Sham gap = 10.6 eV
electronic energy = -271.6280 Ha



Entry 6:
Computed, not measured: a single C5H10O molecule, with wB97M-V/def2-TZVPD.

Geometry (Å):
C  -0.9570  -0.8870  -0.8322
C  -0.0428  0.0145  0.0067
C  0.4604  1.1762  -0.8673
C  1.1226  -0.7220  0.7475
C  -0.8217  0.5527  1.1894
O  -1.7983  0.0302  1.6685
H  -1.8768  -0.3416  -1.0774
H  -0.4820  -1.1753  -1.7775
H  -1.2546  -1.7877  -0.2903
H  -0.3581  1.8606  -1.1241
H  0.8665  0.7966  -1.8124
H  1.2479  1.7593  -0.3783
H  1.0634  -1.8071  0.6216
H  2.1105  -0.3735  0.4305
H  1.0717  -0.5425  1.8329
H  -0.3519  1.4467  1.6623

Atoms 1-3, force components in eV/Å:
C -0.01 -0.07 0.03
C -0.04 -0.02 0.01
C 0.04 0.07 0.04

SMILES = CC(C)(C)C=O
highest occupied orbital energy = -9.644 eV
energy above the lowest of the compared OMol25 structures with the same formula, charge and spin = 45.6 kJ/mol
Kohn-Sham gap = 10.5 eV
electronic energy = -271.7352 Ha



Q: The highest energy above the lowest of the compared OMol25 structures with the same formula, charge and spin belongs to which entry?
A: number 5



Q: The highest highest occupied orbital energy belongs to which entry?
A: number 1



Q: Which formula does entry 6 have?
A: C5H10O